{"formula": "C77H143N5O29", "method": "the ωB97M-V functional and the def2-TZVPD basis", "e_above_lowest_kcal_mol": 30.49, "e_homo_ev": -8.2, "lumo_energy_ha": 0.0053, "max_force_ha_per_bohr": 0.068, "multiplicity": 1, "elements": ["C", "C", "C", "O", "C", "O", "O", "H", "H", "H", "H", "H", "H", "C", "C", "C", "O", "C", "O", "O", "H", "H", "H", "H", "H", "H", "C", "C", "C", "O", "C", "O", "O", "H", "H", "H", "H", "H", "H", "C", "C", "C", "O", "C", "O", "O", "H", "H", "H", "H", "H", "H", "C", "C", "C", "O", "C", "O", "O", "H", "H", "H", "H", "H", "H", "C", "C", "C", "O", "C", "O", "O", "H", "H", "H", "H", "H", "H", "C", "C", "C", "O", "C", "O", "O", "H", "H", "H", "H", "H", "H", "C", "C", "C", "O", "C", "O", "O", "H", "H", "H", "H", "H", "H", "C", "C", "C", "C", "C", "C", "N", "O", "C", "C", "C", "H", "H", "H", "H", "H", "H", "H", "H", "H", "H", "H", "H", "H", "H", "H", "H", "H", "H", "H", "C", "C", "C", "C", "C", "C", "N", "O", "C", "C", "C", "H", "H", "H", "H", "H", "H", "H", "H", "H", "H", "H", "H", "H", "H", "H", "H", "H", "H", "H", "C", "C", "C", "C", "C", "C", "N", "O", "C", "C", "C", "H", "H", "H", "H", "H", "H", "H", "H", "H", "H", "H", "H", "H", "H", "H", "H", "H", "H", "H", "C", "C", "C", "C", "C", "C", "N", "O", "C", "C", "C", "H", "H", "H", "H", "H", "H", "H", "H", "H", "H", "H", "H", "H", "H", "H", "H", "H", "H", "H", "C", "C", "C", "C", "C", "C", "N", "O", "C", "C", "C", "H", "H", "H", "H", "H", "H", "H", "H", "H", "H", "H", "H", "H", "H", "H", "H", "H", "H", "H"], "xyz": [[-6.1241, 1.4135, -3.8937], [-5.5140, 2.7659, -4.1336], [-5.7419, 3.2991, -5.6043], [-6.4635, 4.5307, -5.4474], [-6.5704, 4.8434, -4.1121], [-7.0575, 5.8724, -3.7546], [-6.3638, 3.7052, -3.4747], [-7.1880, 1.3931, -4.1221], [-6.0451, 1.1133, -2.8458], [-5.5729, 0.6519, -4.4477], [-4.4640, 2.9166, -3.8867], [-6.4144, 2.6445, -6.1631], [-4.8378, 3.2741, -6.2108], [2.3017, -4.6564, -4.1202], [1.6713, -3.4592, -4.7641], [0.3543, -2.8791, -4.1768], [0.5178, -1.4985, -4.2893], [1.8601, -1.2044, -4.5602], [2.3239, -0.0852, -4.5049], [2.5954, -2.3263, -4.6184], [1.9596, -5.6876, -4.0483], [2.4887, -4.4059, -3.0717], [3.2650, -4.7154, -4.6331], [1.3237, -3.5531, -5.7950], [0.3286, -3.3717, -3.1994], [-0.5132, -3.2426, -4.7249], [-3.7684, -2.9649, 0.0346], [-4.0260, -3.9748, -1.0596], [-4.4594, -3.5922, -2.4942], [-3.3892, -4.0112, -3.2940], [-2.4841, -4.6674, -2.5839], [-1.5524, -5.2472, -3.0989], [-2.7404, -4.5357, -1.2721], [-3.1581, -2.2095, -0.4677], [-3.3939, -3.2378, 1.0160], [-4.7196, -2.4378, 0.1560], [-4.7057, -4.7538, -0.7010], [-4.5706, -2.5098, -2.4223], [-5.2984, -4.2547, -2.6907], [-5.7431, 2.8624, 0.3484], [-5.0800, 3.7087, 1.4427], [-5.8044, 3.6899, 2.8148], [-4.8672, 3.0536, 3.6769], [-3.7819, 2.6780, 3.0018], [-2.7756, 2.1648, 3.4309], [-3.8575, 3.1244, 1.7948], [-6.7549, 3.2049, 0.1225], [-5.9134, 1.8014, 0.5475], [-5.1959, 2.8564, -0.5932], [-4.8460, 4.7279, 1.1372], [-6.7267, 3.1089, 2.8032], [-5.9220, 4.6432, 3.3313], [-2.2665, 6.1553, 1.4933], [-1.1940, 5.4997, 2.4063], [0.0592, 5.2085, 1.5724], [1.2124, 5.6987, 2.2832], [0.7573, 6.4848, 3.2590], [1.3547, 7.1833, 4.0197], [-0.5847, 6.4606, 3.2426], [-1.7915, 7.0573, 1.1102], [-3.1254, 6.3445, 2.1355], [-2.4744, 5.4854, 0.6588], [-1.5925, 4.6228, 2.9191], [-0.1590, 5.7125, 0.6272], [0.2206, 4.1916, 1.2326], [-0.6251, -0.5200, -7.7067], [-1.5599, -0.3062, -6.5055], [-2.5694, 0.8069, -6.7079], [-3.7930, 0.1949, -6.3554], [-3.6300, -1.0756, -6.0206], [-4.5141, -1.8313, -5.6937], [-2.3772, -1.4537, -6.2838], [-1.2216, -0.7483, -8.5880], [-0.0666, -1.4269, -7.4636], [0.0794, 0.3094, -7.6965], [-0.9129, -0.0685, -5.6615], [-2.4721, 1.4502, -7.5841], [-2.4292, 1.5916, -5.9610], [3.2646, 3.6102, -1.1823], [3.2487, 4.4257, 0.0865], [4.2588, 4.0760, 1.1483], [4.8988, 5.3006, 1.3574], [4.3687, 6.2889, 0.6608], [4.6070, 7.4524, 0.8308], [3.3689, 5.8050, -0.1569], [4.1857, 3.5553, -1.7697], [2.6563, 4.1341, -1.9263], [2.8212, 2.6204, -1.0763], [2.2233, 4.2848, 0.4370], [4.7032, 3.1307, 0.8167], [3.8019, 3.6314, 2.0372], [1.7759, 5.2112, -5.4871], [0.5800, 5.3855, -6.3930], [0.6264, 4.3989, -7.6398], [-0.5766, 3.6541, -7.4917], [-1.3192, 4.0702, -6.4834], [-2.4400, 3.7888, -6.1445], [-0.6060, 4.9250, -5.7611], [1.8534, 4.1542, -5.2299], [1.7760, 5.7705, -4.5491], [2.7010, 5.6097, -5.9074], [0.5129, 6.4307, -6.6921], [1.4050, 3.6369, -7.7071], [0.7365, 4.8979, -8.6035], [-1.5265, 0.2435, 0.8925], [-0.6156, 0.2190, -0.3416], [-0.9468, -0.8528, -1.3537], [-2.0932, -0.4801, -2.2968], [-1.8089, 0.8522, -3.0032], [-1.3769, 1.9966, -2.0205], [-0.3997, 1.4993, -1.0675], [0.1323, 2.4896, -0.2394], [-0.6354, 2.8565, -3.0547], [-2.5595, 2.6792, -1.4047], [0.7563, -0.1521, 0.2475], [-2.5879, 0.4746, 0.7665], [-1.2036, 0.8517, 1.7372], [-1.5306, -0.8020, 1.2112], [-0.1221, -1.3650, -1.8503], [-1.3013, -1.6423, -0.6817], [-3.0418, -0.3808, -1.7562], [-2.3139, -1.3263, -2.9539], [-2.7213, 1.2104, -3.4825], [-1.0394, 0.5870, -3.7273], [0.0428, 2.4232, -3.7857], [-1.3481, 3.3501, -3.7285], [-0.2654, 3.7769, -2.5913], [-3.1405, 2.2456, -0.5935], [-2.2327, 3.6468, -0.9994], [-3.2477, 3.0861, -2.1494], [0.7012, -1.1892, 0.5877], [0.9630, 0.4582, 1.1248], [1.5428, -0.0886, -0.5044], [-0.6903, 2.6909, 0.2379], [4.4482, -5.6883, -1.2796], [3.6109, -6.1120, -0.1145], [4.1033, -5.1935, 1.0611], [3.2277, -5.3890, 2.3226], [1.8706, -4.7597, 1.8944], [1.2108, -5.4648, 0.6833], [2.2067, -5.7534, -0.3996], [1.6614, -6.4945, -1.4648], [0.5928, -6.7907, 1.1822], [0.1969, -4.4368, 0.1576], [3.8798, -7.6276, 0.1610], [4.1808, -4.6887, -1.6311], [4.3545, -6.2791, -2.1969], [5.5312, -5.7027, -1.1429], [5.0973, -5.4839, 1.4076], [4.1268, -4.1511, 0.7445], [3.5877, -4.7555, 3.1322], [2.9741, -6.4131, 2.5895], [1.9097, -3.6829, 1.7237], [1.1150, -4.9130, 2.6685], [-0.1083, -6.6669, 2.0140], [-0.1710, -7.0307, 0.4355], [1.2074, -7.6548, 1.4182], [-0.3489, -4.6762, -0.7552], [-0.5352, -4.3003, 0.9573], [0.6422, -3.4619, -0.0494], [2.9511, -8.1905, 0.2089], [4.5558, -7.7943, 1.0003], [4.4782, -7.9816, -0.6797], [1.3838, -5.7511, -2.0078], [6.6300, -2.6374, -3.4920], [7.3351, -1.6930, -2.5447], [7.4522, -0.3689, -3.2395], [6.0485, 0.2978, -3.2695], [5.5938, 0.6033, -1.8827], [5.4234, -0.7383, -1.0810], [6.7019, -1.4992, -1.1804], [6.5582, -2.7718, -0.5574], [5.1774, -0.2848, 0.3784], [4.1768, -1.5234, -1.5376], [8.7947, -2.1780, -2.2586], [6.0786, -2.2558, -4.3500], [5.9762, -3.2840, -2.9031], [7.3617, -3.3108, -3.9448], [8.2197, 0.3393, -2.9216], [7.6249, -0.4052, -4.3185], [5.3474, -0.3007, -3.8466], [6.4412, 1.1534, -3.8267], [4.6091, 1.0790, -1.8615], [6.2306, 1.3340, -1.3813], [5.9862, 0.3020, 0.8094], [4.2271, 0.2446, 0.4464], [5.0606, -1.2314, 0.9143], [3.8534, -2.2854, -0.8214], [3.3215, -0.8469, -1.5985], [4.2118, -2.1388, -2.4361], [9.3828, -2.3533, -3.1587], [8.7542, -3.1333, -1.7289], [9.3184, -1.5283, -1.5577], [6.3753, -2.4790, 0.3417], [0.6831, 1.5114, 5.9837], [1.9758, 1.4738, 5.1637], [2.6789, 2.8830, 5.1267], [3.3587, 3.1274, 6.5079], [4.4385, 2.0478, 6.6916], [3.8394, 0.6390, 6.7326], [2.8863, 0.4132, 5.6343], [2.2367, -0.8348, 5.7301], [4.9429, -0.4370, 6.5374], [3.2261, 0.4889, 8.1804], [1.5803, 1.1767, 3.7133], [0.1317, 0.5734, 5.8946], [-0.0462, 2.2496, 5.6472], [0.9251, 1.5861, 7.0431], [3.4658, 2.9153, 4.3731], [1.9419, 3.6726, 4.9852], [2.6879, 3.1995, 7.3689], [3.8454, 4.0868, 6.7065], [4.8970, 2.3082, 7.6437], [5.0585, 2.0895, 5.7940], [5.5212, -0.6087, 7.4475], [4.6359, -1.4334, 6.2257], [5.6069, -0.0024, 5.7880], [3.9815, 0.7390, 8.9250], [2.3670, 1.1363, 8.3539], [2.8620, -0.5252, 8.3495], [0.6086, 0.7179, 3.5339], [2.4350, 0.7127, 3.2168], [1.4943, 2.1407, 3.2003], [2.4859, -1.2341, 4.8901], [-5.1745, -0.7010, 2.5223], [-4.8657, -0.9897, 4.0229], [-5.2450, 0.3273, 4.6868], [-5.2765, 0.2926, 6.2224], [-6.2327, -0.8050, 6.7351], [-5.9790, -2.2129, 5.9685], [-5.7358, -2.0307, 4.5299], [-5.7296, -3.2593, 3.8187], [-4.8032, -2.8421, 6.7275], [-7.2248, -3.1181, 6.2044], [-3.3474, -1.1496, 4.1097], [-4.3829, -0.0276, 2.1940], [-6.1426, -0.2204, 2.3640], [-5.2194, -1.5689, 1.8683], [-4.6343, 1.0925, 4.2053], [-6.2776, 0.5746, 4.4251], [-5.6618, 1.2213, 6.6483], [-4.3200, 0.1571, 6.7319], [-7.2464, -0.4103, 6.6614], [-5.9349, -0.9130, 7.7776], [-4.2516, -3.4150, 5.9755], [-4.0650, -2.0942, 7.0184], [-5.1008, -3.5430, 7.5042], [-7.5666, -3.1469, 7.2394], [-8.0891, -2.8309, 5.6041], [-6.9295, -4.1471, 5.9903], [-2.9622, -0.7831, 5.0655], [-2.6924, -0.6673, 3.3820], [-2.9568, -2.1706, 4.0634], [-6.6494, -3.4496, 3.6093]], "lowdin_charge": [-0.01, -0.28, -0.08, 0.05, -0.55, 0.16, 0.06, 0.10, 0.08, 0.07, 0.12, 0.13, 0.10, -0.01, -0.27, -0.13, 0.02, -0.50, 0.13, 0.08, 0.10, 0.07, 0.10, 0.15, 0.12, 0.13, -0.01, -0.30, -0.07, 0.08, -0.56, 0.13, 0.06, 0.06, 0.10, 0.08, 0.15, 0.13, 0.14, 0.00, -0.27, -0.04, 0.05, -0.63, 0.13, 0.07, 0.10, 0.09, 0.06, 0.14, 0.14, 0.14, 0.00, -0.29, -0.09, 0.09, -0.57, 0.17, 0.08, 0.10, 0.09, 0.07, 0.14, 0.13, 0.10, 0.01, -0.31, -0.10, 0.08, -0.58, 0.14, 0.10, 0.10, 0.08, 0.09, 0.12, 0.14, 0.09, -0.02, -0.35, -0.09, 0.11, -0.53, 0.16, 0.09, 0.09, 0.08, 0.08, 0.11, 0.13, 0.12, -0.03, -0.27, -0.05, 0.07, -0.58, 0.12, 0.08, 0.09, 0.09, 0.09, 0.15, 0.13, 0.13, -0.02, -0.47, -0.13, -0.15, -0.11, -0.48, -0.10, -0.02, -0.03, -0.01, -0.02, 0.07, 0.07, 0.08, 0.11, 0.09, 0.10, 0.10, 0.11, 0.09, 0.09, 0.07, 0.09, 0.06, 0.08, 0.08, 0.08, 0.06, 0.08, 0.08, -0.07, -0.48, -0.13, -0.14, -0.15, -0.47, -0.11, 0.00, -0.03, -0.03, 0.00, 0.06, 0.08, 0.10, 0.12, 0.10, 0.11, 0.11, 0.10, 0.11, 0.08, 0.08, 0.07, 0.06, 0.09, 0.07, 0.07, 0.08, 0.07, 0.05, -0.03, -0.49, -0.16, -0.18, -0.14, -0.47, -0.07, -0.03, -0.03, -0.02, -0.04, 0.08, 0.07, 0.08, 0.12, 0.12, 0.10, 0.11, 0.09, 0.12, 0.09, 0.08, 0.07, 0.07, 0.07, 0.06, 0.08, 0.07, 0.08, 0.08, -0.03, -0.49, -0.10, -0.17, -0.14, -0.49, -0.11, -0.01, -0.03, -0.03, -0.04, 0.08, 0.09, 0.06, 0.10, 0.11, 0.10, 0.11, 0.12, 0.11, 0.08, 0.07, 0.07, 0.08, 0.06, 0.08, 0.07, 0.09, 0.07, 0.10, -0.02, -0.48, -0.14, -0.17, -0.11, -0.46, -0.10, -0.01, -0.04, -0.05, -0.02, 0.06, 0.08, 0.05, 0.08, 0.12, 0.11, 0.10, 0.11, 0.11, 0.08, 0.07, 0.08, 0.08, 0.08, 0.08, 0.08, 0.06, 0.08, 0.10]}



{"formula": "CHN4O3", "method": "the ωB97M-V functional and the def2-TZVPD basis", "e_homo_ev": [-2.3, -6.0], "lumo_energy_ha": [0.1598, 0.1186], "max_force_ha_per_bohr": 0.080, "multiplicity": 3, "total_charge": -1, "elements": ["C", "N", "N", "N", "N", "O", "O", "O", "H"], "xyz": [[-0.6872, 0.8862, -2.0961], [-1.5303, 1.6199, -2.3501], [0.1828, 0.3419, 0.4474], [0.4011, 0.0250, -0.9098], [1.6742, 0.0169, -1.3685], [0.4353, 1.4706, 0.8907], [1.8030, 0.1328, -2.5514], [2.5463, -0.0993, -0.5794], [-0.8386, -0.0743, 0.6184]], "lowdin_charge": [-0.29, -0.05, -0.20, -0.06, -0.55, -0.05, 0.00, 0.02, 0.18]}